Molecular formula: CH2S4
Method: DFT, wB97M-V/def2-TZVPD

Computed properties:
* multiplicity: 3
* LUMO energy (alpha / beta): -0.010 / -0.077 hartree
* HOMO level (alpha / beta): -0.256 / -0.337 Eh

Positions of all 7 atoms, in Å:
1 C 0.094 -0.625 -1.398
2 S -1.303 -1.373 -1.277
3 S 1.055 0.463 -0.614
4 S -2.755 -0.308 0.741
5 S -4.587 -0.559 0.160
6 H 2.200 0.522 -1.321
7 H -2.146 -1.434 1.519

Atoms 1-2, force components in eV/Å:
C -0.408 -0.645 -0.454
S 1.819 -0.382 -1.545

Here are the Löwdin charges for atoms 1 to 2, given in e: number 1, C, carries -1.13; number 2, S, carries 0.54


Molecular formula: Br2Cl3MnO12
Method: DFT, wB97M-V/def2-TZVPD

Computed properties:
* total charge: -3
* multiplicity: 6
* LUMO energy (alpha / beta): 0.268 / 0.268 hartree
* HOMO level (alpha / beta): -0.006 / -0.011 Eh

Positions of all 18 atoms, in Å:
1 Mn 0.602 0.575 0.860
2 Br 3.147 0.371 0.434
3 Br 0.470 1.591 3.177
4 Cl -0.117 3.521 -1.090
5 O 0.493 4.758 -0.669
6 O -0.088 2.553 0.000
7 O -1.489 3.751 -1.416
8 O 0.629 3.026 -2.212
9 Cl -0.775 -2.268 2.422
10 O -0.429 -2.481 3.813
11 O -1.067 -3.533 1.807
12 O -1.924 -1.384 2.329
13 O 0.348 -1.621 1.753
14 Cl 0.042 -1.775 -2.233
15 O -0.878 -2.550 -1.433
16 O -0.607 -1.381 -3.476
17 O 0.438 -0.577 -1.522
18 O 1.205 -2.575 -2.544

Atoms 1-2, force components in eV/Å:
Mn 0.744 -0.365 -0.088
Br -0.194 0.085 0.052

Here are the Löwdin charges for atoms 1 to 2, given in e: number 1, Mn, carries 0.36; number 2, Br, carries -0.28


Molecular formula: C3H8N3O
Method: DFT, wB97M-V/def2-TZVPD

Computed properties:
* total charge: +1
* multiplicity: 3
* LUMO energy (alpha / beta): -0.132 / -0.256 hartree
* HOMO level (alpha / beta): -0.429 / -0.558 Eh

Positions of all 15 atoms, in Å:
1 C 0.644 1.620 1.518
2 C 0.273 0.325 -0.383
3 C -1.267 -1.298 -1.039
4 N 1.770 1.247 0.964
5 N 1.660 0.519 -0.005
6 N 0.086 -1.199 -0.467
7 O -0.477 1.041 0.724
8 H 0.566 1.198 2.497
9 H 0.443 2.734 1.643
10 H 0.085 0.989 -1.236
11 H -1.956 -0.648 -0.525
12 H -1.261 -0.918 -2.104
13 H -1.594 -2.383 -1.116
14 H 0.831 -1.557 -1.005
15 H 0.197 -1.670 0.534

Atoms 1-2, force components in eV/Å:
C -5.455 2.683 3.443
C 1.383 2.480 2.638

Here are the Löwdin charges for atoms 1 to 2, given in e: number 1, C, carries -0.21; number 2, C, carries -0.23


Molecular formula: C19H19NO3
Method: DFT, wB97M-V/def2-TZVPD

Computed properties:
* multiplicity: 1
* LUMO energy: 0.002 hartree
* HOMO level: -0.313 Eh

Positions of all 42 atoms, in Å:
1 O -2.327 -1.646 -1.129
2 C -2.548 -0.536 -0.852
3 N -3.849 -0.114 -0.652
4 C -4.440 0.877 0.127
5 H -3.683 1.459 0.189
6 C -5.087 0.303 1.549
7 O -6.122 -0.707 1.477
8 C -5.564 -1.657 0.447
9 H -6.432 -2.344 0.365
10 C -4.983 -1.274 -0.807
11 H -4.630 -1.866 -1.312
12 H -5.949 -0.711 -1.487
13 H -4.708 -2.353 1.011
14 H -5.470 1.288 2.104
15 H -4.206 -0.051 1.948
16 H -5.384 1.358 -0.271
17 C -1.675 0.398 -0.647
18 C -0.465 0.208 -0.391
19 C 0.786 1.297 -0.409
20 C 1.894 0.730 0.159
21 C 2.976 1.516 0.083
22 C 2.765 2.982 0.093
23 C 1.648 3.507 -0.387
24 C 0.499 2.609 -0.417
25 H -0.386 3.143 -1.146
26 H 1.635 4.474 -0.642
27 H 3.752 3.343 0.056
28 O 4.283 1.252 0.573
29 C 4.592 -0.224 0.448
30 C 5.510 -0.838 1.364
31 C 6.003 -1.948 1.004
32 C 5.679 -2.742 -0.259
33 C 4.951 -2.060 -1.067
34 C 4.380 -0.965 -0.885
35 H 3.765 -0.418 -1.612
36 H 4.747 -2.399 -1.982
37 H 6.136 -3.696 -0.486
38 H 6.612 -2.510 2.067
39 H 5.668 -0.228 2.227
40 H 1.910 -0.244 0.345
41 H -0.100 -0.863 -0.195
42 H -2.184 1.648 -0.600

Atoms 1-2, force components in eV/Å:
O 1.269 -5.368 -1.693
C -7.544 -1.104 1.086

Here are the Löwdin charges for atoms 1 to 2, given in e: number 1, O, carries 0.15; number 2, C, carries -0.61


Molecular formula: C18H46BF4O12
Method: DFT, wB97M-V/def2-TZVPD

Computed properties:
* total charge: -1
* multiplicity: 1
* LUMO energy: 0.102 hartree
* HOMO level: -0.259 Eh

Positions of all 81 atoms, in Å:
1 B 0.273 0.077 0.738
2 F 0.294 -1.304 0.826
3 F 1.427 0.505 1.343
4 F 0.351 0.432 -0.587
5 F -0.809 0.571 1.367
6 C 0.477 -5.502 -0.253
7 C 1.435 -6.654 -0.213
8 C 2.748 -6.015 0.129
9 O 2.360 -4.912 0.931
10 C 1.196 -4.314 0.381
11 H -0.465 -5.741 0.242
12 H 0.108 -5.273 -1.253
13 H 1.425 -7.237 -1.134
14 H 1.174 -7.275 0.645
15 H 3.289 -5.660 -0.749
16 H 3.388 -6.718 0.662
17 H 1.446 -3.530 -0.333
18 H 0.611 -3.881 1.193
19 C -0.956 2.363 -4.963
20 C -1.421 2.184 -3.542
21 C -2.194 3.455 -3.218
22 O -2.090 4.336 -4.390
23 C -1.827 3.487 -5.518
24 H -0.895 1.496 -5.619
25 H 0.034 2.817 -4.993
26 H -0.567 1.999 -2.891
27 H -2.060 1.301 -3.546
28 H -1.808 4.063 -2.399
29 H -3.188 3.195 -2.855
30 H -1.439 4.128 -6.309
31 H -2.809 3.258 -5.932
32 C 3.961 2.429 0.048
33 C 3.598 1.310 -0.952
34 O 2.403 1.560 -1.658
35 O 4.169 3.695 -0.620
36 H 4.830 2.174 0.656
37 H 3.178 2.552 0.796
38 H 3.506 0.371 -0.406
39 H 4.410 1.165 -1.664
40 H 1.710 1.253 -1.068
41 H 4.949 4.139 -0.280
42 C -0.134 4.040 1.592
43 C 0.528 3.415 2.867
44 O -0.258 2.404 3.493
45 O 0.105 3.280 0.432
46 H 0.284 5.020 1.362
47 H -1.194 4.266 1.708
48 H 0.526 4.263 3.552
49 H 1.525 3.044 2.629
50 H -0.386 1.706 2.846
51 H -0.348 2.434 0.385
52 C -4.365 2.806 0.947
53 C -3.808 1.871 1.964
54 O -3.793 0.571 1.406
55 O -3.451 2.991 -0.129
56 H -4.512 3.734 1.501
57 H -5.272 2.411 0.491
58 H -4.335 1.951 2.914
59 H -2.780 2.174 2.161
60 H -2.938 0.537 0.970
61 H -3.383 2.132 -0.551
62 C 1.038 -2.147 5.215
63 C 1.002 -1.337 3.939
64 O 2.176 -1.383 3.178
65 O 1.505 -3.486 4.822
66 H 0.045 -2.177 5.665
67 H 1.741 -1.727 5.935
68 H 0.811 -0.280 4.121
69 H 0.177 -1.702 3.327
70 H 1.941 -1.106 2.290
71 H 2.330 -3.345 4.352
72 C -0.764 -2.428 -2.561
73 C -1.825 -2.692 -1.541
74 O -2.181 -1.542 -0.727
75 O 0.507 -2.079 -1.998
76 H -1.086 -1.574 -3.157
77 H -0.567 -3.282 -3.209
78 H -1.494 -3.519 -0.914
79 H -2.713 -2.992 -2.097
80 H -1.352 -1.282 -0.319
81 H 0.478 -1.276 -1.472

Atoms 1-2, force components in eV/Å:
B 1.940 -1.118 0.422
F -0.548 -1.186 -0.130

Here are the Löwdin charges for atoms 1 to 2, given in e: number 1, B, carries -1.43; number 2, F, carries 0.16


Molecular formula: C37H40FeNP3
Method: DFT, wB97M-V/def2-TZVPD

Computed properties:
* total charge: +1
* multiplicity: 6
* LUMO energy (alpha / beta): -0.076 / -0.190 hartree
* HOMO level (alpha / beta): -0.256 / -0.372 Eh

Positions of all 82 atoms, in Å:
1 C 4.362 2.732 -1.477
2 C 3.037 2.743 -1.073
3 C 2.062 2.736 -2.125
4 C 2.383 2.084 -3.378
5 C 3.750 1.801 -3.631
6 C 4.726 2.274 -2.760
7 C 1.315 1.861 -4.258
8 C 0.021 2.317 -3.962
9 C -0.160 2.972 -2.686
10 C -1.495 3.230 -2.218
11 C -2.469 3.406 -3.184
12 C -2.279 2.923 -4.496
13 C -1.108 2.240 -4.821
14 H 5.123 3.091 -0.774
15 H 4.001 1.292 -4.564
16 H 5.779 2.277 -3.056
17 H 1.508 1.384 -5.220
18 H -3.378 3.944 -2.900
19 H -3.069 3.069 -5.233
20 H -1.000 1.698 -5.761
21 N 0.902 3.395 -1.984
22 Fe -0.236 0.247 1.131
23 C 2.563 2.812 0.374
24 H 1.842 3.640 0.463
25 H 3.451 3.009 1.005
26 C -1.753 3.370 -0.726
27 H -0.954 3.978 -0.276
28 H -2.743 3.827 -0.571
29 P 1.728 1.265 1.086
30 P -1.806 1.805 0.256
31 C -3.388 1.075 -0.155
32 H -3.408 -0.001 0.052
33 H -4.152 1.587 0.452
34 H -3.571 1.238 -1.225
35 C -1.910 2.336 2.008
36 H -2.970 2.590 2.185
37 H -1.633 1.542 2.723
38 H -1.275 3.222 2.168
39 C 3.198 0.194 1.179
40 H 3.876 0.563 1.959
41 H 2.913 -0.839 1.406
42 H 3.700 0.214 0.206
43 C 1.570 1.770 2.858
44 H 0.967 1.032 3.405
45 H 2.573 1.802 3.309
46 H 1.088 2.754 2.927
47 H 0.382 -0.625 0.000
48 H -0.620 1.056 -0.423
49 C 2.868 -5.113 0.826
50 C 3.049 -3.985 0.018
51 C 2.064 -2.991 -0.025
52 C 0.906 -3.134 0.761
53 C 0.717 -4.269 1.562
54 C 1.704 -5.262 1.591
55 P -0.403 -1.892 0.721
56 C -1.762 -2.598 -0.216
57 C -1.660 -2.575 -1.620
58 C -2.633 -3.218 -2.391
59 C -3.711 -3.849 -1.771
60 C -3.832 -3.852 -0.375
61 C -2.838 -3.239 0.415
62 C -0.871 -1.531 2.487
63 C -2.205 -1.177 2.859
64 C -2.495 -0.882 4.186
65 C -1.495 -0.947 5.169
66 C -0.191 -1.315 4.816
67 C 0.132 -1.616 3.500
68 H 3.639 -5.888 0.857
69 H 3.954 -3.874 -0.583
70 H 2.190 -2.111 -0.658
71 H -0.193 -4.359 2.158
72 H 1.551 -6.144 2.213
73 H -0.816 -2.069 -2.088
74 H -2.533 -3.232 -3.478
75 H -4.472 -4.356 -2.375
76 H -4.671 -4.328 0.111
77 H -2.898 -3.276 1.497
78 H -3.005 -1.198 2.111
79 H -3.510 -0.601 4.471
80 H -1.735 -0.706 6.205
81 H 0.581 -1.363 5.591
82 H 1.133 -1.982 3.238

Atoms 1-2, force components in eV/Å:
C 1.585 -0.705 -0.743
C -1.995 0.271 -0.245

Here are the Löwdin charges for atoms 1 to 2, given in e: number 1, C, carries -0.04; number 2, C, carries -0.20


Molecular formula: C2H7N2S
Method: DFT, wB97M-V/def2-TZVPD

Computed properties:
* total charge: +1
* multiplicity: 1
* LUMO energy: -0.146 hartree
* HOMO level: -0.519 Eh

Positions of all 12 atoms, in Å:
1 C -0.430 -0.006 -0.607
2 C 1.172 0.620 -0.533
3 N 0.059 1.058 0.358
4 N -0.349 -1.250 0.016
5 S 2.595 -0.238 -0.037
6 H -1.769 0.191 -1.208
7 H 1.383 1.339 -1.317
8 H 0.121 0.792 1.347
9 H -0.287 2.013 0.245
10 H 0.250 -1.920 -0.453
11 H -1.204 -1.698 0.316
12 H 2.037 -0.959 0.935

Atoms 1-2, force components in eV/Å:
C -1.068 -0.084 -0.548
C -3.563 -0.285 -1.463

Here are the Löwdin charges for atoms 1 to 2, given in e: number 1, C, carries -0.24; number 2, C, carries -0.54


Molecular formula: C3H10OS
Method: DFT, wB97M-V/def2-TZVPD

Computed properties:
* total charge: +1
* multiplicity: 2
* LUMO energy (alpha / beta): -0.131 / -0.307 hartree
* HOMO level (alpha / beta): -0.531 / -0.531 Eh

Positions of all 15 atoms, in Å:
1 C 0.712 -2.068 0.430
2 O 1.537 -0.898 0.676
3 H 2.415 -1.197 0.393
4 H 0.331 -2.355 1.421
5 H -0.033 -1.743 -0.291
6 H 1.174 -2.977 0.045
7 C -0.843 0.599 -1.438
8 C -0.616 1.842 0.922
9 S -1.577 0.544 0.220
10 H 0.005 -0.062 -1.599
11 H -1.624 0.611 -2.199
12 H -0.355 1.581 -1.726
13 H -0.012 2.275 0.121
14 H 0.147 1.342 1.568
15 H -1.261 2.505 1.457

Atoms 1-2, force components in eV/Å:
C -0.275 0.544 1.194
O 0.564 -1.289 -0.881

Here are the Löwdin charges for atoms 1 to 2, given in e: number 1, C, carries -0.13; number 2, O, carries -0.15


Molecular formula: C4H13N2O
Method: DFT, wB97M-V/def2-TZVPD

Computed properties:
* total charge: +1
* multiplicity: 1
* LUMO energy: -0.124 hartree
* HOMO level: -0.539 Eh

Positions of all 20 atoms, in Å:
1 C -1.117 -2.215 0.367
2 C -0.405 -1.040 1.011
3 C 1.044 -0.742 0.503
4 N -0.854 1.021 -1.093
5 C 0.260 0.380 -1.577
6 N 1.134 -0.303 -0.879
7 H -1.459 -2.107 -0.750
8 H -1.946 -2.500 0.965
9 H -0.409 -3.094 0.337
10 H -0.974 -0.136 1.039
11 H -0.444 -1.366 2.075
12 H 1.393 0.243 1.066
13 H 1.849 -1.434 0.616
14 H -1.272 1.667 -1.764
15 H -1.309 0.613 -0.282
16 H 0.466 0.560 -2.590
17 H 1.808 -0.881 -1.438
18 H -0.443 3.048 1.668
19 H 1.021 2.680 1.532
20 O 0.132 2.423 1.189

Atoms 1-2, force components in eV/Å:
C 1.022 -0.777 -3.066
C 0.934 -1.637 0.688

Here are the Löwdin charges for atoms 1 to 2, given in e: number 1, C, carries -0.11; number 2, C, carries -0.24


Question: multiplicity of number 4 (C19H19NO3)?
Answer: 1


Question: Look up the multiplicity of the fifth one.
Answer: 1